# 1
Entry from the OMol25 dataset: a molecular structure, C37H37B2F4N5OPPd at a distorted geometry (wB97M-V/def2-TZVPD).

Output
- frontier orbital gap (spin up / spin down) (eV) = 6.502 / 6.505
- charge = -1
- maximum force (eV/A) = 1.50
- energy relative to the best compared isomer or geometry (same formula, charge and spin) (kcal per mole) = 35.3
- total energy (a.u.) = -2699.80266

Element x y z (Å)
Pd -0.25417 0.24680 0.05626
P 1.14509 2.12093 -0.11377
F 1.11549 0.27265 4.03438
F 2.31791 -1.61295 3.51997
F 0.72658 -0.85425 2.06366
F 0.08307 -1.77067 4.06559
O 4.06523 -0.94868 0.63932
N -1.28299 0.65465 -2.00172
N 2.25275 -0.15286 -0.43808
N -2.17411 -0.89432 0.47486
N -2.23209 -0.12545 -2.55703
N -3.21919 -1.12424 -0.33697
C 2.17372 2.11476 1.44837
C -1.56952 3.08226 -0.04281
C 3.13495 -0.00436 0.54953
C 1.31899 3.78467 -0.93037
C -4.27717 -1.51958 0.38700
C 2.05782 -1.38139 -3.39503
C 1.59412 6.28175 -2.16534
C 2.37084 -1.60794 -0.82521
C 1.81041 -2.18775 -2.12406
C 5.60932 1.59904 -2.93236
C 4.36413 1.13840 -2.52945
C 3.92825 1.96477 3.62758
C 1.75788 3.88693 -2.24760
C 0.33058 -2.52621 -1.96801
C 1.89139 5.12311 -2.86522
C 2.29620 1.18657 -1.10759
C -2.29134 0.09157 -3.87511
C -2.10211 2.11107 2.50188
C 3.10560 1.06910 1.56468
C 6.18122 2.69809 -2.31014
C 3.65683 1.72117 -1.46988
C 3.01923 3.00071 3.52771
C 3.96282 0.98050 2.64621
C -0.74835 1.35603 -3.00120
C 2.12890 3.05755 2.45703
C -2.84171 3.17562 0.47832
C 1.14031 6.19508 -0.85595
C -2.57191 -1.16820 1.71358
C -3.11206 2.68395 1.75706
C 3.84248 -1.82877 -0.51967
C -0.52251 2.51968 0.70790
C 4.26121 2.83039 -0.86034
C 5.49020 3.31667 -1.27720
C -1.35135 1.04499 -4.21759
C 0.98963 4.95591 -0.25373
C -0.81010 2.01127 1.98014
C -3.91117 -1.56897 1.71825
B -3.16600 -1.19652 -1.88221
B 1.06144 -1.00297 3.44984
H 3.75519 3.34723 -0.05499
H 1.40451 3.85999 2.41044
H 0.17585 -3.29959 -1.21387
H -4.51726 -1.85044 2.56056
H -5.20572 -1.75128 -0.10534
H 3.11066 -1.37879 -3.67696
H 1.99624 2.98670 -2.79976
H -4.29602 -0.99242 -2.28006
H 1.50014 -1.83377 -4.21550
H -0.08764 -2.87755 -2.91170
H 5.91238 4.18227 -0.78331
H 4.63172 0.13797 2.73372
H 2.98910 3.77030 4.28795
H 0.59164 4.90381 0.75138
H -1.13889 1.44829 -5.19146
H 0.88660 7.09248 -0.30631
H -1.38129 3.44246 -1.04710
H 3.90472 0.32360 -3.06028
H 0.05586 2.04434 -2.80796
H -1.87726 -1.06881 2.53324
H -3.63651 3.60665 -0.11753
H -4.11739 2.73485 2.15563
H 2.35263 -3.13868 -2.22480
H -2.77783 -2.29765 -2.23566
H 1.82786 -2.09496 -0.00421
H 7.14520 3.07337 -2.62871
H -2.30634 1.70190 3.48264
H 2.23387 5.17403 -3.89066
H 4.07559 -2.84309 -0.21111
H 6.11938 1.11493 -3.75650
H 4.59812 1.90289 4.47446
H -0.24935 -1.65276 -1.66416
H 1.70410 7.24850 -2.64044
H -3.01197 -0.44055 -4.47202
H 1.72140 -0.35092 -3.28243
H 4.52452 -1.48676 -1.30119
H -0.04167 1.54541 2.58336

Forces on atoms 1 to 2 (eV/Å):
Pd -0.62 1.35 -0.21
P 0.00 -0.24 0.89

Atom charges from the Löwdin analysis, given in e for atoms 1 to 5: number 1, Pd, carries 0.61; number 2, P, carries 0.97; number 3, F, carries 0.11; number 4, F, carries 0.11; number 5, F, carries 0.05



# 2
Entry from the OMol25 dataset: a molecular structure, C35H69BO9S3 at a distorted geometry (wB97M-V/def2-TZVPD).

Output
- frontier orbital gap (eV) = 7.867
- maximum force (eV/A) = 1.62
- total energy (a.u.) = -3271.56060

Element x y z (Å)
S 1.94103 5.81596 1.58885
S -4.87666 -3.40339 -2.49922
S 1.24784 -3.14078 0.84957
O 0.05016 -2.39337 1.58077
O 0.56085 -3.27134 -0.62148
O 2.38222 -2.28675 0.69966
O 2.34862 4.55785 1.01596
O 1.51531 -4.42026 1.41138
O 2.76859 6.99003 1.49486
O -3.74264 -2.51581 -2.61056
O -5.86195 -3.21705 -1.46537
O -1.43903 -0.12597 2.03529
C 4.32327 3.04688 -2.36142
C -0.28854 -2.09770 -0.65763
C -4.30185 -5.09698 -2.44650
C -2.20059 -3.64994 3.29936
C 1.46764 3.64586 -4.12194
C 0.37958 3.93749 -3.08367
C -0.00732 -3.98512 4.60985
C 4.03916 3.54457 -3.78700
C -1.97822 -3.48040 0.74456
C -0.16487 1.17031 -1.81190
C 0.10280 -1.15941 -2.94193
C -1.76219 -4.32072 1.99591
C -5.26249 -5.84765 -3.36324
C 5.98891 2.44175 -0.58195
C 0.31444 -2.50643 4.58115
C -1.07393 -2.21806 0.61967
C 0.03495 0.36540 -3.11227
C -5.71102 -3.52502 -4.08617
C -1.49612 -4.29176 4.49281
C 1.03774 2.07361 -1.42124
C -3.73205 -3.79475 3.48161
C -5.45535 -4.95041 -4.59352
C 1.46190 5.54655 3.30081
C 0.30063 6.20403 0.98579
C 5.78965 3.11942 -1.93620
C 2.77284 -2.88360 4.81147
C -0.04206 5.83914 3.37464
C -0.63613 5.54273 1.99092
C 5.24132 3.15079 0.57417
C 1.56922 -2.05209 4.40196
C -3.29078 -0.57362 0.35844
C 1.87731 -0.71668 3.77173
C -0.94760 -1.74282 -1.96544
C 0.79076 3.56569 -1.65918
C 2.78605 4.43178 -3.86666
B -1.91781 -0.93742 1.05024
H 6.43505 2.60284 -2.65099
H -3.96694 -4.61702 4.15579
H -0.51689 5.24591 4.15464
H -5.30604 -2.76879 -4.75365
H -6.21945 -5.99521 -2.85839
H 2.52953 -3.39740 5.73796
H 3.87018 2.70234 -4.46141
H -1.44249 -2.59792 -2.41586
H -4.31215 -5.44864 -1.41726
H -4.23580 -3.97021 2.52998
H 5.97591 3.51818 1.29157
H 2.64590 5.01338 -2.95635
H 2.89819 5.13438 -4.69324
H 0.99853 0.66622 -3.52640
H -0.03146 -1.64114 -3.91067
H -1.66243 -5.37231 4.43986
H -3.25104 0.44132 -0.04422
H -3.28465 -5.11220 -2.83807
H 1.65994 4.11523 -1.30693
H 0.42509 -1.28371 -0.47794
H 2.77713 -0.84303 3.16544
H 6.09150 4.16858 -1.88956
H -0.48686 -1.77969 4.68914
H -0.66122 4.46330 1.82124
H 2.04367 6.20987 3.93524
H -0.03875 3.85696 -1.00371
H -3.58892 -1.27197 -0.41709
H -1.99915 -2.57789 3.32890
H -6.27654 -5.29468 -5.21984
H 1.09713 -1.45435 -2.60147
H 2.13344 0.04134 4.51861
H -0.74967 -4.70651 2.07540
H -6.76940 -3.33902 -3.91505
H 3.74807 3.64748 -1.65787
H 0.19144 5.82615 -0.02753
H 1.68855 2.58096 -4.18278
H -1.72626 -1.00213 -1.80664
H 7.04597 2.38599 -0.32134
H 3.62262 -2.21918 4.95054
H 5.64372 1.40702 -0.63047
H 1.08512 -0.38369 3.10739
H -0.20162 6.89088 3.61990
H 1.92629 1.71101 -1.93191
H 1.17789 1.96150 -0.34493
H 4.58198 2.47963 1.12070
H -4.54937 -4.96810 -5.20229
H 4.65285 3.99981 0.24223
H -4.14782 -2.86878 3.87932
H -1.76263 -4.11746 -0.11764
H 0.19447 7.28842 0.99664
H -2.39080 -5.20998 1.87989
H 0.35557 -4.39454 5.56061
H -4.06352 -0.57645 1.13414
H -0.37835 0.54337 -0.95038
H 1.68477 4.50945 3.54491
H 3.02903 -3.62409 4.04895
H -1.65274 5.92206 1.89702
H -0.69154 0.62887 -3.88153
H 0.17069 5.01195 -3.10545
H -1.98179 0.66609 2.06195
H -3.03656 -3.22041 0.69857
H -1.01893 1.83375 -1.96307
H 1.06533 3.93768 -5.09386
H -4.87030 -6.82666 -3.63305
H 4.00191 2.01483 -2.21219
H -1.98591 -3.96974 5.41696
H -0.55671 3.44156 -3.34601
H 0.56077 -4.47879 3.82131
H 4.90290 4.07891 -4.18463

Forces on atoms 1 to 2 (eV/Å):
S -0.28 0.22 0.03
S 0.09 -0.20 -0.15

Atom charges from the Löwdin analysis, given in e for atoms 1 to 5: number 1, S, carries 0.67; number 2, S, carries 0.67; number 3, S, carries 0.62; number 4, O, carries -0.17; number 5, O, carries -0.13



# 3
Entry from the OMol25 dataset: a molecular structure, C31H46As2BrN3O2S2SiW at a distorted geometry (wB97M-V/def2-TZVPD).

Output
- frontier orbital gap (eV) = 6.507
- charge = +2
- maximum force (eV/A) = 1.59
- energy relative to the best compared isomer or geometry (same formula, charge and spin) (kcal per mole) = 47.0
- total energy (a.u.) = -9721.66900

Element x y z (Å)
W -0.81748 -0.37015 0.21171
Br 3.36644 -6.60247 0.40631
As -0.22086 2.24222 0.37916
As 0.07048 0.23878 2.81382
S 0.69363 0.07215 -1.69999
S -1.74971 -1.82741 -1.49848
Si 0.90154 1.02827 -5.05204
O 0.32118 -2.08759 0.59967
O 1.61168 -0.39796 0.62271
N -1.70464 0.77825 -1.76579
N -2.00819 -2.28252 1.46976
N -2.97261 -0.15413 3.22512
C -1.49383 3.32786 1.37389
C 4.87775 -4.18944 0.45346
C -3.36192 -2.28732 2.10325
C 0.97205 -1.30638 3.59054
C -2.85920 0.30855 0.73253
C 1.37998 2.38080 1.42857
C 1.48488 1.53052 2.51942
C -3.48633 -1.49421 3.38048
C -3.51970 0.56355 2.09804
C 2.38807 3.29403 1.14690
C -2.98744 1.63330 -3.56520
C 3.95750 -1.97089 0.52168
C 0.09087 3.34367 -1.19217
C 2.11689 2.27868 -4.35219
C 2.67562 -2.52452 0.52248
C 0.35307 1.49310 -6.77567
C -1.97730 -3.51161 0.59383
C 2.48922 -3.90731 0.48471
C 3.59708 -4.73043 0.45380
C -1.86930 1.59026 -4.39663
C -0.63610 1.03824 4.45329
C 1.60198 -0.70943 -5.00310
C -2.66102 -3.17348 -0.70245
C 2.58995 1.61004 3.35489
C 3.59633 2.52574 3.07900
C 5.05385 -2.81279 0.48526
C 1.52601 -1.64511 0.57484
C 3.49948 3.35971 1.97538
C -0.64847 0.70369 -2.59724
C -2.87549 1.20550 -2.26228
C -0.65410 1.10212 -3.93361
H 4.28999 4.06596 1.75868
H -4.55295 -1.51578 3.64607
H -3.41533 -0.43846 0.17287
H -1.20045 0.31178 5.02491
H -2.46418 -4.33004 1.12217
H -2.37479 3.54400 0.77218
H -3.71218 -2.91609 -0.57075
H 1.69089 3.28480 -4.33150
H -4.59255 0.35402 1.96616
H 0.83799 -1.45966 -5.21693
H -3.46717 1.62599 2.32240
H -1.96692 1.92568 -5.42251
H -1.23846 1.91858 4.24448
H 1.49530 -4.33282 0.47328
H 2.06442 -0.95737 -4.04722
H -2.94643 -1.99269 4.19052
H -3.94498 1.98039 -3.92748
H 0.90700 2.94215 -1.78284
H 1.85243 -1.58016 3.01895
H 2.37271 -0.80162 -5.77299
H -0.46676 0.86702 -7.13455
H 0.04672 2.53854 -6.85325
H 4.46221 2.58246 3.72547
H -3.14989 0.37111 4.06930
H -1.78489 2.81205 2.28216
H -1.32772 -2.44824 2.20545
H 6.05539 -2.40456 0.47955
H 2.32652 3.95438 0.29188
H 0.35282 4.33603 -0.82762
H -4.09400 -1.95942 1.36872
H 2.43640 2.01431 -3.34030
H 1.18699 1.35157 -7.46732
H 0.29880 -2.15770 3.66917
H 5.73442 -4.84977 0.42613
H 1.27753 -1.03186 4.59867
H -0.81821 3.42118 -1.78241
H -2.62501 -4.01709 -1.39141
H 2.69166 0.95905 4.21498
H -0.95080 -3.79343 0.40101
H -3.74663 1.19968 -1.62658
H -2.96935 1.24913 0.21656
H -3.61880 -3.31899 2.34400
H 4.08120 -0.89677 0.54479
H 3.01652 2.31930 -4.97063
H 0.24135 1.34630 5.02232
H -1.00262 4.26317 1.63583

Forces on atoms 1 to 2 (eV/Å):
W -0.65 -0.80 -1.21
Br 0.01 0.11 0.00

Atom charges from the Löwdin analysis, given in e for atoms 1 to 5: number 1, W, carries 1.25; number 2, Br, carries 0.80; number 3, As, carries 1.14; number 4, As, carries 1.20; number 5, S, carries 0.76



# 4
Entry from the OMol25 dataset: 3 unconnected molecules or ions with the total composition C4H7NO2 at a distorted geometry (wB97M-V/def2-TZVPD).

Output
- frontier orbital gap (spin up / spin down) (eV) = 6.232 / 9.946
- maximum force (eV/A) = 1.99
- energy relative to the best compared isomer or geometry (same formula, charge and spin) (kcal per mole) = 164.2
- total energy (a.u.) = -361.61919

Element x y z (Å)
O 0.64121 -0.37366 1.05212
O 2.65431 -0.03277 1.73646
N 1.52792 1.17241 -0.58627
C -0.98832 -0.05785 -0.09115
C -0.96624 -0.87278 -1.31038
C 1.12207 0.41629 0.26678
C -1.84018 0.65979 0.59012
H -0.29794 -0.44799 -2.06105
H -0.63851 -1.89018 -1.08759
H -1.57468 1.16817 1.50772
H -2.87997 0.71446 0.27191
H 2.50888 1.42870 -0.55844
H 2.71032 -0.96167 1.99744
H -1.97887 -0.92292 -1.72766

Forces on atoms 1 to 2 (eV/Å):
O -0.49 1.10 -1.48
O 0.49 0.25 -0.05

Atom charges from the Löwdin analysis, given in e for atoms 1 to 5: number 1, O, carries 0.11; number 2, O, carries -0.21; number 3, N, carries 0.23; number 4, C, carries -0.19; number 5, C, carries -0.07



Question: The lowest maximum force belongs to which entry?
Answer: C37H37B2F4N5OPPd



Question: What is the maximum force in the third record?
Answer: 1.59 eV/A



Question: total energy of number 2 (C35H69BO9S3)?
Answer: -3271.56060 a.u.